# ClH3NOP

A single ClH3NOP molecule in a non-equilibrium geometry (ωB97M-V/def2-TZVPD, the OMol25 dataset).

```
7
ClH3NOP, DFT ωB97M-V/def2-TZVPD
Cl 1.813 1.017 0.904
P 0.228 -0.366 0.902
O 0.811 -1.489 -0.064
N -1.011 0.551 0.019
H -0.732 1.180 -0.726
H 0.858 -1.023 -0.932
H -1.967 0.132 -0.104
```

Values from the calculation:
* LUMO: 0.8 eV
* energy relative to the best compared isomer or geometry (same formula, charge and spin): 0.41 kcal/mol
* HOMO-LUMO gap: 10.36 eV
* E: -25398.935 eV
* 2S+1: 1
* net charge: 0
* SMILES: NP(O)Cl